(1)
The following is a DFT calculation (ωB97M-V with the def2-TZVPD basis set) of 2 unconnected molecules or ions with the total composition C32H38BBrClN2O11P.

Calculated values
- 2S+1 = 1
- net charge = 0
- HOMO energy (eV) = -9.4
- SMILES = CCN(CCc1c(N=C=O)cc2c(c1CC(=O)Cl)C(=O)c1cc(B(C)O)c(CC(=O)Br)cc1C2=O)C(C)=O.CCOP(=O)(OCC)OCC

Positions of all 87 atoms, in Å:
C1 -5.15568 -1.49426 -1.30978
C2 -4.44921 -2.85900 -1.48110
N1 -3.13793 -2.67517 -2.18619
C3 -2.01861 -3.12183 -1.34409
C4 -0.62716 -2.92664 -1.98087
C5 0.20212 -1.83029 -1.33856
C6 1.30943 -2.20125 -0.57761
N2 1.63671 -3.59871 -0.36394
C7 2.49903 -3.99230 -1.13918
O1 3.23482 -4.35044 -1.95877
C8 2.13882 -1.26041 0.02355
C9 1.83840 0.06758 -0.16102
C10 0.72077 0.48123 -0.88632
C11 -0.10358 -0.46915 -1.47801
C12 -1.29914 -0.05055 -2.29682
C13 -0.91974 -0.06724 -3.76760
O2 0.13199 -0.39229 -4.19929
Cl1 -2.22501 0.50639 -4.83979
C14 0.51666 1.96486 -1.00036
O3 -0.55775 2.51029 -0.90187
C15 1.78967 2.73137 -1.20426
C16 1.84429 3.79252 -2.09100
C17 3.06540 4.44571 -2.27870
B1 3.12345 5.63133 -3.32839
C18 3.17610 5.24619 -4.86457
O4 3.11493 6.93110 -2.90734
C19 4.18240 4.00412 -1.56857
C20 5.50992 4.69620 -1.81352
C21 5.57129 6.09259 -1.24482
O5 4.98012 6.51804 -0.32467
Br1 6.85138 7.26520 -2.19889
C22 4.11712 2.95045 -0.66825
C23 2.90391 2.30734 -0.48998
C24 2.72071 1.13381 0.41784
O6 3.22700 1.05238 1.51075
C25 -3.16794 -3.37262 -3.41838
C26 -4.01988 -2.74456 -4.50038
O7 -2.58708 -4.41255 -3.61694
H1 -4.87510 -1.07522 -0.34295
H2 -6.23279 -1.60798 -1.40562
H3 -4.76031 -0.80783 -2.05620
H4 -5.08119 -3.52195 -2.07160
H5 -4.21832 -3.29136 -0.51084
H6 -2.14190 -4.19796 -1.17147
H7 -2.05369 -2.64423 -0.36395
H8 -0.09839 -3.87078 -1.90975
H9 -0.68178 -2.72114 -3.05185
H10 2.99301 -1.57143 0.60871
H11 -1.59725 0.97590 -2.08943
H12 -2.16749 -0.68780 -2.13591
H13 0.94261 4.06736 -2.62429
H14 3.64002 4.26238 -4.95938
H15 2.14689 5.15476 -5.22259
H16 3.74160 5.96192 -5.46396
H17 3.62154 7.44845 -3.54616
H18 5.65013 4.77479 -2.89547
H19 6.33105 4.07476 -1.45464
H20 4.98485 2.60981 -0.11707
H21 -3.38443 -2.31792 -5.27489
H22 -4.69960 -3.48913 -4.90797
H23 -4.58748 -1.91313 -4.08085
C27 0.36394 1.35628 5.38456
C28 0.50965 0.23961 4.36950
O8 0.20091 -1.03269 4.94785
P1 -1.24354 -1.72645 4.73695
O9 -1.70746 -1.44872 3.36046
O10 -0.83750 -3.29228 4.72747
C29 -1.26059 -4.14433 3.66395
C30 -0.13609 -4.30972 2.66712
O11 -1.70154 -1.83792 6.27925
C31 -2.31068 -0.71957 6.94352
C32 -3.39061 -0.05227 6.11762
H24 -0.68693 1.51258 5.64272
H25 0.75201 2.29252 4.98242
H26 0.90050 1.11639 6.30302
H27 -0.11214 0.43673 3.49455
H28 1.54415 0.18459 4.02864
H29 -2.15802 -3.75671 3.18261
H30 -1.52232 -5.10795 4.10506
H31 0.21802 -3.34116 2.31248
H32 -0.46443 -4.89813 1.80795
H33 0.71644 -4.81229 3.12606
H34 -1.53612 -0.00624 7.23662
H35 -2.74273 -1.11192 7.86353
H36 -2.97425 0.39753 5.21001
H37 -3.87826 0.73641 6.68990
H38 -4.14163 -0.78039 5.80815

***

(2)
The following is a DFT calculation (ωB97M-V with the def2-TZVPD basis set) of a molecular structure, C32H38BBrMnN8O3STe.

Calculated values
- energy above the lowest of the compared OMol25 structures with the same formula, charge and spin (kcal/mol) = 9.9
- 2S+1 = 6
- net charge = +2
- HOMO energy (spin up / spin down) (eV) = -13.2 / -13.2
- expectation value of S² = 8.80

Positions of all 86 atoms, in Å:
Mn1 -0.31773 -0.13562 0.27354
C1 -0.48630 2.68850 2.62232
C2 -1.50414 1.60314 2.58706
C3 -2.60170 1.51063 3.43088
C4 -3.22132 0.32470 3.09376
N1 -2.53816 -0.24414 2.10150
N2 -1.47171 0.52960 1.76901
B1 -2.69492 -1.69657 1.53946
N3 -1.34135 -2.39380 1.89452
C5 -1.06597 -3.47228 2.63263
C6 0.28422 -3.72617 2.57747
C7 0.81040 -2.73418 1.75695
C8 2.24180 -2.63660 1.35991
N4 -0.17605 -1.91114 1.35767
N5 -2.82368 -1.61016 0.00932
C9 -3.73411 -2.17336 -0.79323
C10 -3.45433 -1.81038 -2.09332
C11 -2.31760 -1.00930 -2.01359
C12 -1.57805 -0.36093 -3.12470
N6 -1.94194 -0.89373 -0.72947
N7 -3.94417 -2.31912 2.09010
C13 -4.29728 -3.47405 2.71286
C14 -5.65428 -3.47254 2.88244
C15 -6.08935 -2.25321 2.32102
C16 -7.48098 -1.72446 2.22361
N8 -5.06500 -1.57159 1.84710
H1 -0.94952 3.66065 2.45475
H2 0.29358 2.54506 1.88240
H3 -0.02989 2.72556 3.61341
H4 -2.90279 2.21353 4.18500
H5 -4.10886 -0.14130 3.47831
H6 -1.83323 -4.00922 3.15441
H7 0.81739 -4.53351 3.04355
H8 2.68356 -3.62999 1.41380
H9 2.81085 -1.99936 2.04381
H10 2.36542 -2.27276 0.34983
H11 -4.53209 -2.76778 -0.38533
H12 -4.00253 -2.07814 -2.97782
H13 -2.27477 0.01929 -3.87041
H14 -0.93298 -1.08608 -3.61860
H15 -0.96700 0.46269 -2.76123
H16 -3.59857 -4.24553 2.97435
H17 -6.25300 -4.24108 3.33554
H18 -8.19139 -2.43831 2.63406
H19 -7.74843 -1.53103 1.18558
H20 -7.58070 -0.78877 2.77276
Br1 2.11497 -1.17484 -6.20818
C17 3.02415 -0.97318 -4.56841
C18 4.40999 -1.02882 -4.53140
C19 5.06831 -0.84779 -3.32265
C20 4.34841 -0.59893 -2.16614
C21 2.95663 -0.55946 -2.21284
C22 2.29140 -0.75819 -3.41428
C23 2.19395 -0.29258 -0.96358
O1 2.74531 0.25581 0.00310
O2 0.96652 -0.71050 -0.95521
H21 4.96851 -1.21388 -5.43853
H22 6.14728 -0.89995 -3.29121
H23 4.85703 -0.44881 -1.22540
H24 1.21569 -0.72349 -3.44703
C24 3.33117 2.74582 4.00061
Te1 2.95097 1.19162 2.61931
C25 4.92400 1.05363 1.91460
H25 4.39551 2.77329 4.21753
H26 2.76000 2.54899 4.90488
H27 3.01207 3.69089 3.56356
H28 5.29866 2.06154 1.75267
H29 4.89487 0.48187 0.99483
H30 5.51298 0.55302 2.68164
C26 -0.08907 4.24947 -0.70026
S1 1.01272 2.84418 -0.55958
O3 0.03776 1.67031 -0.43038
C27 1.65559 2.75818 -2.19844
C28 3.02385 2.91029 -2.36120
C29 3.55110 2.86254 -3.64437
C30 2.71321 2.65544 -4.72828
C31 1.34244 2.49986 -4.54902
C32 0.80162 2.55652 -3.27906
H31 -0.54553 4.27200 -1.68569
H32 0.50024 5.14836 -0.53069
H33 -0.84477 4.13808 0.07242
H34 3.66944 3.04605 -1.50413
H35 4.61458 2.97791 -3.79387
H36 3.12856 2.61310 -5.72470
H37 0.70075 2.33339 -5.40270
H38 -0.26222 2.44108 -3.12496

***

(3)
The following is a DFT calculation (ωB97M-V with the def2-TZVPD basis set) of a molecular structure, C32H38BCeClN7O2S9.

Calculated values
- energy above the lowest of the compared OMol25 structures with the same formula, charge and spin (kcal/mol) = 0.0
- 2S+1 = 2
- net charge = -2
- HOMO energy (spin up / spin down) (eV) = -1.8 / -1.8
- expectation value of S² = 0.75

Positions of all 91 atoms, in Å:
Ce1 0.56446 -0.68833 -1.02023
C1 3.34128 3.11129 -0.68484
C2 2.74248 4.02472 0.38095
C3 3.41952 3.67297 1.71149
C4 3.00587 5.48182 0.00147
N1 1.26903 3.86752 0.58386
C5 0.66931 4.45947 1.69042
C6 -0.60543 4.04929 1.71845
N2 -0.81544 3.20990 0.64258
B1 -2.10492 2.32000 0.72137
N3 -2.02111 1.44931 1.99678
C7 -3.10874 1.28470 2.82345
C8 -2.75992 0.44199 3.80980
N4 -1.43762 0.07785 3.58995
C9 -0.99468 0.69596 2.45676
S1 0.55458 0.58855 1.75357
C10 -0.71139 -0.95935 4.38516
C11 -0.48185 -2.18451 3.50539
C12 0.59677 -0.38415 4.92363
C13 -1.57809 -1.36758 5.57556
N5 -2.47713 1.51707 -0.56290
C14 -2.95409 2.24721 -1.63514
C15 -3.51671 1.39871 -2.50621
N6 -3.40178 0.12435 -1.97409
C16 -2.74597 0.20196 -0.78458
S2 -2.32030 -1.12723 0.21497
C17 -3.98283 -1.10340 -2.60026
C18 -2.96285 -2.24482 -2.68017
C19 -5.20188 -1.51277 -1.77638
C20 -4.41803 -0.76249 -4.02634
C21 0.33479 3.11448 -0.07135
S3 0.49271 2.30530 -1.56293
H1 4.42266 3.27245 -0.65261
H2 2.97765 3.34009 -1.68198
H3 3.14475 2.05802 -0.49176
H4 4.50168 3.70231 1.57696
H5 3.13240 2.66597 2.01895
H6 3.16200 4.36630 2.51354
H7 4.07885 5.64082 -0.12398
H8 2.64331 6.17054 0.76812
H9 2.50641 5.71619 -0.94022
H10 1.19906 5.10883 2.36145
H11 -1.38687 4.25608 2.42919
H12 -3.03134 3.08723 0.91771
H13 -4.04282 1.78001 2.62745
H14 -3.33934 0.07476 4.63322
H15 0.14445 -1.95175 2.65010
H16 -1.43996 -2.56272 3.13900
H17 0.01371 -2.96317 4.08956
H18 1.27258 -0.10975 4.11795
H19 1.08866 -1.14223 5.53542
H20 0.39464 0.49606 5.54167
H21 -2.50556 -1.84945 5.26041
H22 -1.81218 -0.51908 6.22329
H23 -1.00877 -2.09045 6.15936
H24 -2.79423 3.30846 -1.70528
H25 -3.91717 1.59382 -3.48005
H26 -2.90120 -2.80342 -1.75062
H27 -1.96994 -1.86741 -2.91776
H28 -3.25897 -2.92173 -3.48485
H29 -4.90694 -1.72749 -0.74862
H30 -5.64512 -2.41252 -2.20995
H31 -5.95101 -0.71631 -1.77658
H32 -3.56743 -0.42020 -4.62078
H33 -5.21200 -0.01248 -4.05127
H34 -4.80528 -1.67186 -4.48459
S4 -1.05825 -3.17026 -8.45871
C22 -0.67738 -2.62430 -6.92448
S5 0.06186 -3.57899 -5.71364
C23 0.16378 -2.38734 -4.43076
C24 -0.32004 -1.16641 -4.74777
S6 -0.42010 0.21548 -3.69662
S7 -0.94811 -1.02473 -6.37679
S8 0.83919 -2.87610 -2.90536
Cl1 6.03084 -5.26244 -1.74231
C25 5.02889 -3.84457 -1.48558
C26 5.28020 -2.68674 -2.20924
C27 4.49578 -1.57313 -2.00048
C28 3.43683 -1.57277 -1.08316
O1 2.72163 -0.46753 -0.90992
C29 3.18881 -2.76612 -0.37154
C30 2.06931 -2.92455 0.59000
O2 0.97427 -2.29054 0.46421
C31 3.99940 -3.88283 -0.57457
H35 6.08367 -2.66726 -2.93411
H36 4.66833 -0.66126 -2.55828
H37 2.02450 -3.91843 1.04061
H38 3.81210 -4.78368 -0.00247
S9 3.12154 -2.08744 2.57873
C32 3.72720 -3.57773 3.04737
N7 4.11904 -4.62601 3.36225

***

(4)
The following is a DFT calculation (ωB97M-V with the def2-TZVPD basis set) of a molecular structure, C32H39Br78Cl2NO2Si2.

Calculated values
- 2S+1 = 1
- net charge = 0
- HOMO energy (eV) = -9.0

Positions of all 156 atoms, in Å:
C1 5.20880 -2.46973 -1.53430
C2 4.58625 -1.16645 -1.08214
O1 4.16456 -1.12715 0.08352
N1 4.48138 -0.06511 -1.93791
C3 3.90442 1.10110 -1.25119
Si1 3.67846 -0.39347 -3.46243
O2 2.03236 -0.19257 -3.35145
Si2 1.26746 -1.44166 -2.56684
C4 -0.59791 -1.44066 -2.80892
Cl1 -1.24736 -2.11102 -4.26918
C5 -1.40200 -0.96839 -1.81995
C6 -2.93359 -1.03388 -1.82487
Cl2 -0.69074 -0.30863 -0.37135
H1 5.43091 -3.03762 -0.63331
H2 4.46121 -2.99007 -2.11308
H3 6.12770 -2.32928 -2.08565
H4 4.11948 1.99907 -1.81425
H5 4.28570 1.23485 -0.25669
H6 2.82427 1.01051 -1.20550
H7 4.04101 -1.76405 -3.85603
H8 4.14763 0.48274 -4.54371
H9 1.54548 -1.31815 -1.13179
H10 1.82406 -2.74888 -2.97702
H11 -3.40804 -0.09882 -2.01631
H12 -3.26568 -1.74574 -2.56474
H13 -3.24503 -1.43687 -0.87277
C7 4.10856 4.25455 2.35623
Br1 2.54194 3.17549 2.05328
Br2 5.50383 3.86574 1.08515
Br3 3.69444 6.13133 2.39082
H14 4.48791 3.99351 3.33084
C8 -7.16093 -1.89742 -2.75101
Br4 -6.76645 -2.43340 -4.55735
Br5 -6.31726 -3.04938 -1.46677
Br6 -6.72567 -0.04782 -2.44431
H15 -8.22698 -1.99970 -2.61430
C9 -3.59331 -2.23611 2.53542
Br7 -2.66919 -1.11189 3.79535
Br8 -4.94988 -1.26728 1.58568
Br9 -2.36753 -3.12754 1.33938
H16 -4.08465 -3.00886 3.10622
C10 -5.35831 4.72933 3.98511
Br10 -4.68382 6.43810 4.55852
Br11 -6.82240 4.14341 5.09029
Br12 -5.82767 4.74213 2.11679
H17 -4.55878 4.01613 4.10804
C11 -2.08229 2.06755 -4.78386
Br13 -0.63877 3.22329 -5.35368
Br14 -1.52445 0.84910 -3.33455
Br15 -3.68518 3.07118 -4.34704
H18 -2.32826 1.43844 -5.62788
C12 -1.75043 -6.00197 -2.90457
Br16 -3.28179 -5.06740 -2.22605
Br17 -1.89239 -6.33052 -4.79499
Br18 -0.11710 -5.09178 -2.45264
H19 -1.72025 -6.96240 -2.41597
C13 5.01188 -6.24487 1.28494
Br19 3.49740 -7.40433 1.02858
Br20 6.56183 -6.87359 0.33060
Br21 4.59857 -4.41921 0.82853
H20 5.25385 -6.26688 2.33563
C14 2.03512 4.33246 6.23122
Br22 1.25044 2.76835 5.44582
Br23 3.95726 4.28759 6.09974
Br24 1.29710 5.95235 5.50510
H21 1.78968 4.31841 7.28165
C15 0.29430 -4.18700 4.17673
Br25 -0.76279 -5.73815 4.61778
Br26 1.31539 -3.56094 5.68290
Br27 1.39990 -4.48371 2.62759
H22 -0.40053 -3.39928 3.92199
C16 -10.78531 -1.49354 -4.53586
Br28 -10.53779 -0.42771 -2.95264
Br29 -10.64568 -3.37635 -4.15964
Br30 -12.43195 -1.06653 -5.43203
H23 -9.98250 -1.24604 -5.21398
C17 -12.87263 -2.36275 -9.20288
Br31 -13.59227 -4.03672 -9.82176
Br32 -10.95181 -2.39662 -9.13517
Br33 -13.51866 -0.87730 -10.24199
H24 -13.22266 -2.22056 -8.19269
C18 -2.17176 5.78026 -7.84113
Br34 -3.76677 4.75471 -8.16381
Br35 -0.72954 5.23256 -8.99029
Br36 -2.49965 7.67287 -7.95777
H25 -1.86228 5.57135 -6.82731
C19 -0.74821 6.57668 -2.44946
Br37 -0.31793 8.25451 -1.60628
Br38 -2.16134 5.68145 -1.50603
Br39 -1.16298 6.82690 -4.31514
H26 0.13347 5.95786 -2.39368
C20 -3.06660 -5.15633 7.90317
Br40 -2.80041 -3.82987 6.53773
Br41 -1.41127 -5.96145 8.46001
Br42 -4.05778 -4.45810 9.39644
H27 -3.66807 -5.93719 7.46470
C21 0.95535 -0.53947 8.50207
Br43 -0.58142 -1.63636 8.14808
Br44 2.39783 -0.83052 7.24513
Br45 0.48429 1.32366 8.58643
H28 1.32393 -0.81890 9.47575
C22 -6.01836 8.48444 0.04577
Br46 -6.69125 8.44690 1.84810
Br47 -4.12087 8.78902 -0.00034
Br48 -6.52265 6.90025 -0.92732
H29 -6.48377 9.32342 -0.44524
C23 6.82528 -0.48346 7.68361
Br49 6.07861 -2.06697 6.88010
Br50 8.74497 -0.46644 7.55405
Br51 6.03809 1.12358 6.96698
H30 6.58025 -0.51379 8.73341
C24 8.55690 1.46450 11.41421
Br52 6.87845 0.51774 11.43544
Br53 10.04146 0.29138 11.75120
Br54 8.79154 2.45053 9.77936
H31 8.52638 2.18192 12.21819
C25 8.07454 5.30057 7.46355
Br55 6.64928 6.11310 8.46538
Br56 7.70443 5.28002 5.57419
Br57 9.77276 6.12251 7.83551
H32 8.14015 4.27352 7.78371
C26 -8.69275 -6.07500 0.90310
Br58 -6.90572 -6.56052 0.38254
Br59 -8.68438 -4.81589 2.36021
Br60 -9.71860 -5.42690 -0.59166
H33 -9.17612 -6.97051 1.25866
C27 10.28728 -7.01925 -0.83978
Br61 9.57209 -8.75318 -1.27663
Br62 12.20907 -7.04428 -0.75364
Br63 9.64393 -5.66338 -2.04436
H34 9.92775 -6.76595 0.14522
C28 11.55541 7.38666 4.72516
Br64 13.03701 6.87874 5.84553
Br65 11.37868 9.29852 4.60495
Br66 11.66459 6.56796 2.98763
H35 10.65930 7.01317 5.19713
C29 -8.13126 -0.90486 -11.85636
Br67 -7.93308 0.15258 -10.25947
Br68 -7.96289 -2.78555 -11.48477
Br69 -9.77575 -0.50951 -12.77300
H36 -7.32369 -0.63695 -12.51794
C30 -5.98007 -8.13795 6.48893
Br70 -4.19134 -8.44142 5.84099
Br71 -5.96297 -7.15519 8.14504
Br72 -7.08023 -7.27629 5.16495
H37 -6.41618 -9.10313 6.69053
C31 3.00490 3.85856 -7.48229
Br73 3.44450 4.97285 -8.98948
Br74 4.56689 3.00951 -6.74872
Br75 2.02212 4.82305 -6.14283
H38 2.35776 3.07521 -7.84584
C32 7.00610 2.65417 -9.67663
Br76 7.33136 2.15469 -11.50655
Br77 7.80011 1.40411 -8.44599
Br78 7.57071 4.45696 -9.31715
H39 5.93856 2.61865 -9.52038